(1)
{"formula": "C24H60Fe2O20P4S", "method": "wB97M-V/def2-TZVPD", "elements": ["Fe", "Fe", "S", "O", "O", "O", "O", "C", "C", "O", "P", "O", "O", "C", "C", "O", "C", "C", "H", "H", "H", "H", "H", "H", "H", "H", "H", "H", "H", "H", "H", "H", "H", "C", "C", "O", "P", "O", "O", "C", "C", "O", "C", "C", "H", "H", "H", "H", "H", "H", "H", "H", "H", "H", "H", "H", "H", "H", "H", "C", "C", "O", "P", "O", "O", "C", "C", "O", "C", "C", "H", "H", "H", "H", "H", "H", "H", "H", "H", "H", "H", "H", "H", "H", "H", "C", "C", "O", "P", "O", "O", "C", "C", "O", "C", "C", "H", "H", "H", "H", "H", "H", "H", "H", "H", "H", "H", "H", "H", "H", "H"], "xyz": [[0.1900, 1.5599, -2.1839], [-1.0664, -0.5506, 2.4261], [-0.5274, 0.6244, 0.0746], [-1.1058, 0.4757, -1.2309], [-0.1263, -0.6295, 0.6557], [0.4844, 1.6122, -0.1131], [-1.4889, 0.9941, 1.0685], [3.2695, -1.7980, -6.8762], [4.0294, -1.5074, -5.5496], [3.1850, -0.5876, -4.8202], [2.5407, -1.0729, -3.4158], [1.6798, -0.0559, -2.6872], [3.7894, -1.5519, -2.5684], [3.7630, -2.6077, -1.6381], [2.7900, -2.3670, -0.3640], [1.7946, -2.4194, -3.8012], [0.4484, -2.5474, -3.4275], [-0.1662, -3.8943, -3.8848], [3.7930, -2.0315, -7.8033], [2.4134, -2.4706, -6.8226], [2.7410, -0.8820, -7.1403], [4.1882, -2.4920, -5.1096], [4.9859, -1.0103, -5.7113], [3.3232, -3.4566, -2.1617], [4.7682, -2.8243, -1.2763], [1.9626, -1.7534, -0.7203], [2.3940, -3.3138, 0.0032], [3.3564, -1.7480, 0.3317], [0.1846, -2.4256, -2.3770], [0.0721, -1.7131, -4.0195], [0.4594, -4.5464, -3.2752], [-1.0583, -4.1634, -3.3192], [-0.0893, -4.1705, -4.9364], [4.0900, 3.5527, 3.0202], [3.1083, 2.9687, 2.0369], [1.8473, 2.6941, 2.7626], [1.6619, 1.3392, 3.4918], [0.4454, 0.5834, 3.1804], [1.9174, 1.5920, 5.1052], [1.3646, 2.8451, 5.5632], [1.6912, 3.0303, 7.0666], [2.9693, 0.5388, 2.9811], [3.2745, -0.7534, 3.6247], [4.6777, -1.2969, 3.4246], [3.6895, 4.2859, 3.7203], [4.5871, 2.7890, 3.6183], [4.9370, 4.0088, 2.5077], [3.0491, 3.7880, 1.3204], [3.4979, 2.0976, 1.5102], [1.8199, 3.6407, 4.9733], [0.2835, 2.8365, 5.4244], [1.1375, 2.3447, 7.7080], [2.7628, 2.9678, 7.2561], [1.4403, 4.0474, 7.3677], [3.1905, -0.7342, 4.7113], [2.6315, -1.5529, 3.2568], [4.7809, -1.8404, 2.4854], [5.4441, -0.5235, 3.3742], [5.0286, -2.0352, 4.1456], [-3.8805, -6.3532, 1.7100], [-4.7295, -5.0315, 1.2192], [-4.0725, -3.9117, 1.7581], [-2.8772, -3.1299, 0.9391], [-2.1774, -2.0800, 1.7985], [-1.8696, -4.2441, 0.3690], [-0.6524, -4.6629, 1.0643], [0.2068, -5.6734, 0.3714], [-3.6891, -2.4119, -0.2969], [-3.6377, -2.9182, -1.6350], [-3.5547, -1.7759, -2.5507], [-4.0915, -6.7463, 2.7045], [-4.0492, -7.1843, 1.0252], [-2.8065, -6.2168, 1.8364], [-4.8347, -5.0719, 0.1350], [-5.5940, -5.1221, 1.8769], [-0.0062, -3.7872, 1.1254], [-0.8539, -4.8206, 2.1238], [0.0363, -5.4407, -0.6797], [1.2208, -5.7618, 0.7616], [-0.1021, -6.7105, 0.5023], [-2.7135, -3.4860, -1.7425], [-4.3935, -3.6448, -1.9333], [-2.8060, -1.0251, -2.2984], [-3.2079, -2.0699, -3.5413], [-4.4245, -1.1386, -2.7102], [-4.0481, 1.4615, -1.0727], [-4.1795, 2.9419, -1.0089], [-2.9721, 3.5185, -0.5680], [-1.8868, 4.2892, -1.4462], [-0.8886, 3.3984, -2.1283], [-2.7136, 5.3312, -2.4407], [-3.7177, 6.2362, -2.0191], [-3.0966, 7.5076, -1.2973], [-1.1301, 5.3034, -0.3394], [-0.2614, 4.7724, 0.6498], [0.3632, 5.8978, 1.5154], [-4.9500, 0.9946, -1.4684], [-3.2530, 1.1289, -1.7401], [-4.1372, 0.9746, -0.1015], [-4.6121, 3.1806, -1.9805], [-5.0792, 3.0808, -0.4094], [-4.3435, 6.5304, -2.8616], [-4.4824, 5.7753, -1.3939], [-3.9262, 8.2118, -1.3593], [-2.7151, 7.2385, -0.3123], [-2.3366, 8.0285, -1.8797], [-0.7198, 3.9859, 1.2494], [0.6394, 4.3904, 0.1695], [1.0971, 5.4077, 2.1552], [0.9331, 6.6315, 0.9452], [-0.3292, 6.3122, 2.2481]], "mulliken_spin": [3.83, 3.80, 0.04, 0.08, 0.02, 0.07, 0.04, 0.00, 0.00, 0.00, 0.01, 0.03, 0.00, 0.00, 0.00, 0.00, 0.00, 0.00, 0.00, 0.00, 0.00, 0.00, 0.00, 0.00, 0.00, 0.00, 0.00, 0.00, 0.00, 0.00, 0.00, 0.00, 0.00, 0.00, 0.00, 0.00, 0.02, 0.04, 0.00, 0.00, 0.00, 0.00, 0.00, 0.00, 0.00, 0.00, 0.00, 0.00, 0.00, 0.00, 0.00, 0.00, 0.00, 0.00, 0.00, 0.00, 0.00, 0.00, 0.00, 0.00, 0.00, 0.00, 0.02, 0.04, 0.00, 0.00, 0.00, 0.00, 0.00, 0.00, 0.00, 0.00, 0.00, 0.00, 0.00, 0.00, 0.00, 0.00, 0.00, 0.00, 0.00, 0.00, 0.00, 0.00, 0.00, 0.01, 0.00, 0.06, -0.02, 0.09, 0.00, 0.00, 0.01, 0.48, 0.13, 0.05, 0.00, 0.00, 0.00, 0.00, 0.00, 0.00, 0.00, 0.00, 0.00, 0.00, 0.01, 0.10, 0.00, 0.00, 0.03], "multiplicity": 10, "lumo_ev": [-7.6, -14.3], "energy_ha": -6745.6233, "gap_ev": [9.10, 2.42], "total_charge": 3}

(2)
{"formula": "C24H60N4O8", "method": "wB97M-V/def2-TZVPD", "elements": ["C", "O", "C", "C", "N", "C", "C", "O", "C", "H", "H", "H", "H", "H", "H", "H", "H", "H", "H", "H", "H", "H", "H", "H", "C", "O", "C", "C", "N", "C", "C", "O", "C", "H", "H", "H", "H", "H", "H", "H", "H", "H", "H", "H", "H", "H", "H", "H", "C", "O", "C", "C", "N", "C", "C", "O", "C", "H", "H", "H", "H", "H", "H", "H", "H", "H", "H", "H", "H", "H", "H", "H", "C", "O", "C", "C", "N", "C", "C", "O", "C", "H", "H", "H", "H", "H", "H", "H", "H", "H", "H", "H", "H", "H", "H", "H"], "xyz": [[-12.3853, -10.1887, -3.4392], [-11.1402, -10.2470, -2.7772], [-11.2745, -10.3097, -1.3736], [-10.1674, -10.9576, -0.6123], [-9.9096, -12.2654, -1.1720], [-8.5417, -12.5691, -0.6394], [-7.2716, -11.8721, -1.1480], [-7.0237, -11.9194, -2.6137], [-5.6626, -11.8773, -3.0088], [-12.2474, -10.2111, -4.5202], [-12.8942, -9.2248, -3.4348], [-13.0168, -11.0666, -3.3031], [-12.1278, -10.9539, -1.1614], [-11.5011, -9.3635, -0.8822], [-10.4299, -10.9993, 0.4448], [-9.3109, -10.2834, -0.5995], [-9.9543, -12.3225, -2.1794], [-8.3782, -13.6443, -0.7125], [-8.5208, -12.4067, 0.4382], [-6.4536, -12.3843, -0.6415], [-7.0265, -10.8408, -0.8939], [-5.0924, -11.0405, -2.6053], [-5.4695, -11.8100, -4.0794], [-5.2274, -12.8014, -2.6284], [2.1921, -2.4747, -2.3714], [2.3554, -1.3863, -1.4743], [3.3795, -0.4476, -1.8842], [3.5672, 0.5975, -0.8313], [4.4848, 1.6223, -1.3831], [4.9247, 2.5498, -0.2740], [3.7581, 3.3968, 0.4166], [2.9249, 2.6236, 1.3644], [3.4999, 2.6841, 2.6841], [1.2847, -3.0685, -2.2612], [3.0829, -3.1022, -2.3415], [2.0298, -1.9353, -3.3046], [3.1762, 0.0905, -2.8101], [4.2812, -1.0425, -2.0294], [4.2950, 0.0187, -0.2625], [2.6224, 0.9048, -0.3830], [3.9484, 2.1820, -2.0306], [5.5665, 3.3944, -0.5243], [5.5166, 2.1026, 0.5246], [3.1227, 3.8952, -0.3156], [4.0689, 4.3422, 0.8614], [4.5891, 2.6628, 2.6480], [3.3689, 1.7457, 3.2230], [3.2144, 3.5047, 3.3423], [-8.5473, 10.1195, -6.0295], [-7.7015, 9.1307, -5.5439], [-8.3621, 8.2234, -4.6403], [-8.1475, 8.9035, -3.2378], [-6.8380, 9.5797, -3.0344], [-6.2136, 9.0617, -1.7887], [-4.9631, 9.9182, -1.4356], [-3.7198, 9.2070, -1.3509], [-2.8153, 9.9317, -0.5968], [-8.1728, 10.7434, -6.8410], [-8.6728, 10.8200, -5.2039], [-9.4854, 9.6150, -6.2611], [-7.8874, 7.2447, -4.5699], [-9.3726, 7.9801, -4.9684], [-8.3783, 8.0529, -2.5964], [-8.9753, 9.5739, -3.0064], [-6.2151, 9.1361, -3.6942], [-5.9970, 7.9939, -1.7558], [-6.9953, 9.2051, -1.0427], [-5.2621, 10.4361, -0.5243], [-4.7940, 10.7272, -2.1463], [-3.1425, 9.7944, 0.4338], [-2.8708, 10.9952, -0.8293], [-1.8774, 9.4205, -0.8139], [11.5192, -1.0752, 1.8972], [12.3433, -1.2173, 3.0688], [11.8646, -0.6848, 4.3432], [11.6859, 0.8512, 4.1486], [10.9065, 1.5037, 5.1671], [11.1339, 1.0322, 6.5190], [12.5744, 1.3142, 6.9493], [12.7658, 2.7137, 7.0376], [14.0201, 3.1712, 7.5004], [11.2990, -0.0416, 1.6300], [10.4707, -1.3418, 2.0297], [11.9844, -1.5446, 1.0304], [12.6054, -0.8539, 5.1247], [10.9469, -1.1877, 4.6482], [11.1284, 1.0893, 3.2427], [12.6433, 1.3545, 4.0137], [11.0366, 2.5034, 5.2288], [10.7725, 0.0284, 6.7423], [10.4322, 1.5105, 7.2023], [13.2687, 0.9753, 6.1804], [12.7020, 0.7494, 7.8728], [14.8750, 2.8591, 6.9005], [14.1819, 2.9183, 8.5483], [14.0192, 4.2575, 7.4112]], "mulliken_charge": [-0.84, -0.30, -0.74, -0.28, -0.38, -0.87, -0.48, -0.31, -0.75, 0.28, 0.32, 0.36, 0.35, 0.37, 0.29, 0.25, 0.33, 0.36, 0.39, 0.45, 0.34, 0.29, 0.25, 0.31, -0.70, -0.31, -0.47, -0.36, -0.38, -0.67, -0.66, -0.35, -0.82, 0.26, 0.26, 0.30, 0.32, 0.34, 0.08, 0.34, 0.33, 0.35, 0.37, 0.37, 0.47, 0.30, 0.32, 0.30, -0.64, -0.36, -0.62, -0.68, -0.29, -0.69, -0.56, -0.35, -0.71, 0.24, 0.27, 0.27, 0.31, 0.41, 0.39, 0.37, 0.23, 0.37, 0.45, 0.33, 0.42, 0.29, 0.31, 0.24, -0.76, -0.37, -0.39, -0.51, -0.39, -0.99, -0.29, -0.31, -0.77, 0.29, 0.34, 0.29, 0.31, 0.29, 0.42, 0.25, 0.31, 0.37, 0.39, 0.29, 0.37, 0.31, 0.30, 0.25], "de_lowest_kcal_mol": 214.9, "lumo_ev": 0.8, "smiles": "COCCNCCOC.COCCNCCOC.COCCNCCOC.COCCNCCOC", "energy_ha": -1770.9784, "gap_ev": 9.38}

Which formula does entry 1 have? C24H60Fe2O20P4S